No. 1
C34H39ClNO8RuSSb2Se4 as an isolated structure in a non-equilibrium geometry. Source: the Open Molecules 2025 dataset; level of theory: ωB97M-V with the def2-TZVPD basis set.

```
91
Properties=species:S:1:pos:R:3
Ru 1.695 -1.311 0.444
Se 5.142 -0.292 -3.601
Sb 3.284 1.022 -2.621
Se 3.207 -0.008 -0.359
Se 1.832 -0.763 -1.629
Se 3.930 2.602 -4.397
O 2.335 -2.314 2.566
Cl 1.703 -1.196 3.184
O 1.995 -0.063 2.350
O 2.264 -0.971 4.456
O 0.307 -1.385 3.288
O 3.672 -2.913 0.223
C 3.681 -4.042 -0.258
C 2.737 -5.131 0.198
C 1.885 -5.523 -1.034
C 1.632 -4.367 -2.017
C 2.711 -4.110 -3.087
C 4.042 -3.565 -2.551
N 4.425 -4.330 -1.375
H 2.099 -4.722 0.988
H 3.275 -5.991 0.606
H 0.917 -5.879 -0.667
H 2.349 -6.351 -1.582
H 1.432 -3.472 -1.409
H 0.685 -4.555 -2.533
H 2.328 -3.379 -3.807
H 2.875 -5.059 -3.613
H 3.944 -2.513 -2.245
H 4.825 -3.569 -3.311
H 4.471 -5.324 -1.575
C 1.590 3.960 -2.428
C 0.623 4.691 -1.585
C 0.333 6.031 -1.796
C -0.531 6.699 -0.946
C -1.107 6.035 0.124
C -0.821 4.697 0.336
C 0.032 4.028 -0.514
Sb 0.531 1.891 -0.251
C -1.249 1.399 -1.546
C -0.908 1.145 -2.878
C -1.850 0.684 -3.781
C -3.151 0.463 -3.361
C -3.502 0.754 -2.057
C -2.571 1.237 -1.142
C -3.061 1.593 0.229
C 0.412 2.109 1.885
C -0.569 1.494 2.631
C -0.537 1.514 4.015
C 0.495 2.163 4.663
C 1.489 2.774 3.919
C 1.475 2.750 2.530
C 2.606 3.369 1.760
H 2.019 4.546 -3.242
H 1.149 3.037 -2.890
H 2.454 3.592 -1.808
H 0.802 6.540 -2.626
H -0.751 7.746 -1.108
H -1.776 6.558 0.797
H -1.257 4.191 1.191
H 0.124 1.273 -3.246
H -1.550 0.488 -4.800
H -3.892 0.066 -4.044
H -4.524 0.606 -1.722
H -2.355 2.235 0.747
H -3.221 0.692 0.830
H -4.016 2.119 0.158
H -1.338 0.918 2.140
H -1.302 0.991 4.576
H 0.540 2.168 5.746
H 2.314 3.252 4.434
H 3.342 3.809 2.434
H 2.242 4.143 1.075
H 3.131 2.605 1.164
C -6.271 -1.578 2.430
C -4.896 -1.878 1.913
C -4.652 -2.010 0.550
C -3.356 -2.144 0.080
C -2.312 -2.170 0.985
C -2.535 -2.060 2.342
C -3.828 -1.917 2.805
S -0.674 -1.923 0.418
O -0.685 -2.117 -1.021
O 0.251 -2.845 1.050
O -0.444 -0.516 0.777
H -7.040 -1.908 1.736
H -6.363 -0.498 2.556
H -6.436 -2.048 3.398
H -5.472 -1.963 -0.155
H -3.131 -2.191 -0.977
H -1.684 -2.032 3.005
H -4.013 -1.785 3.862
```

Computed properties:
Kohn-Sham gap (alpha / beta) = 4.9 / 5.3 eV
⟨S²⟩ = 8.811
energy relative to the best compared isomer or geometry (same formula, charge and spin) = 8.1377 eV
2S+1 = 6
net charge = -2
HOMO (alpha / beta) = -1.02 / -1.65 eV


No. 2
A 2-piece molecular cluster, C4H11N3O2 overall in a non-equilibrium geometry. Source: the Open Molecules 2025 dataset; level of theory: ωB97M-V with the def2-TZVPD basis set.

```
20
Properties=species:S:1:pos:R:3
C 0.305 -0.844 3.542
C 0.021 -1.065 2.124
O -1.319 -0.867 1.899
O 0.697 -1.602 1.287
H -0.006 0.246 3.620
H 1.329 -0.796 3.864
H -0.384 -1.377 4.208
C -0.005 2.738 -1.520
C 0.061 0.425 -1.776
N 0.842 -0.788 -1.653
N 0.694 1.469 -1.369
N -0.989 0.352 -2.647
H 0.480 -1.266 -0.835
H 1.761 -0.450 -1.394
H -1.531 -0.814 0.965
H -1.604 1.142 -2.762
H -1.386 -0.431 -3.139
H -0.664 2.868 -0.653
H -0.575 3.108 -2.374
H 0.674 3.575 -1.373
```

Computed properties:
Kohn-Sham gap = 9.3 eV
SMILES = CN=C(N)N.CC(=O)O
energy relative to the best compared isomer or geometry (same formula, charge and spin) = 1.5854 eV
HOMO = -8.71 eV


No. 3
C21H54O18S5V as an isolated structure in a non-equilibrium geometry. Source: the Open Molecules 2025 dataset; level of theory: ωB97M-V with the def2-TZVPD basis set.

```
99
Properties=species:S:1:pos:R:3
O -15.054 -10.998 11.445
V -16.552 -10.615 11.144
C -18.114 -12.762 7.655
C -17.400 -13.255 8.985
C -16.588 -14.489 8.718
O -16.652 -12.177 9.575
H -18.549 -11.790 7.885
H -18.902 -13.458 7.368
H -17.537 -12.669 6.734
H -18.138 -13.605 9.708
H -17.077 -15.158 8.010
H -16.359 -15.078 9.606
H -15.606 -14.317 8.278
C -17.927 -8.132 14.306
C -17.084 -7.716 13.112
C -16.060 -6.728 13.608
O -16.593 -8.918 12.613
H -18.472 -7.299 14.750
H -17.285 -8.505 15.104
H -18.677 -8.879 14.045
H -17.648 -7.302 12.276
H -15.415 -7.232 14.328
H -16.465 -5.840 14.093
H -15.365 -6.529 12.792
O -15.933 -7.118 7.874
S -16.123 -8.532 8.150
O -15.948 -9.053 9.542
O -17.592 -9.145 7.583
C -18.316 -8.566 6.515
C -17.716 -8.595 5.157
C -15.076 -9.482 7.052
H -18.568 -7.549 6.818
H -19.276 -9.082 6.535
H -17.047 -7.737 5.093
H -18.470 -8.352 4.408
H -17.179 -9.537 5.048
H -15.153 -8.957 6.099
H -15.431 -10.512 7.034
H -14.080 -9.399 7.486
O -11.828 -10.648 15.461
S -13.163 -11.245 15.366
O -13.544 -12.387 14.499
O -13.724 -11.615 16.883
C -12.882 -11.468 18.041
C -11.736 -12.491 18.018
C -14.349 -9.873 14.977
H -13.545 -11.634 18.891
H -12.416 -10.483 18.034
H -12.017 -13.434 18.484
H -10.869 -12.050 18.511
H -11.344 -12.629 17.010
H -14.112 -9.033 15.630
H -15.320 -10.349 15.117
H -14.283 -9.820 13.890
O -17.403 -11.987 12.633
S -18.388 -12.793 13.300
O -18.590 -12.733 14.727
O -19.813 -12.652 12.493
C -20.933 -12.861 13.283
C -22.038 -11.881 12.957
C -17.999 -14.548 12.835
H -20.816 -12.922 14.365
H -21.408 -13.812 13.040
H -21.885 -10.914 13.438
H -23.020 -12.154 13.342
H -22.112 -11.630 11.899
H -17.090 -14.846 13.357
H -18.097 -14.589 11.750
H -18.826 -15.076 13.309
O -20.645 -9.077 11.733
S -19.771 -9.130 10.519
O -18.565 -10.055 10.601
O -20.651 -9.667 9.258
C -21.983 -9.287 9.212
C -22.425 -8.236 8.145
C -19.375 -7.442 9.869
H -22.478 -8.836 10.072
H -22.544 -10.220 9.165
H -22.043 -8.490 7.156
H -22.105 -7.254 8.492
H -23.470 -7.924 8.145
H -18.290 -7.407 9.968
H -19.630 -6.621 10.539
H -19.751 -7.201 8.875
O -13.065 -11.176 9.643
S -12.158 -12.148 9.017
O -11.619 -11.849 7.702
O -10.925 -12.530 10.040
C -11.058 -12.289 11.438
C -10.137 -11.073 11.752
C -12.988 -13.856 9.136
H -10.645 -13.074 12.071
H -12.062 -12.094 11.813
H -9.106 -11.284 11.466
H -10.038 -10.923 12.827
H -10.447 -10.107 11.356
H -13.547 -13.927 8.203
H -13.706 -13.801 9.954
H -12.184 -14.591 9.098
```

Computed properties:
Kohn-Sham gap (alpha / beta) = 7.6 / 7.6 eV
⟨S²⟩ = 0.781
energy relative to the best compared isomer or geometry (same formula, charge and spin) = 4.2154 eV
2S+1 = 2
HOMO (alpha / beta) = -7.49 / -7.50 eV


No. 4
One molecule with the formula C25H29ClN6O3. Source: the Open Molecules 2025 dataset; level of theory: ωB97M-V with the def2-TZVPD basis set.

```
64
Properties=species:S:1:pos:R:3
C -0.414 0.685 4.307
H 0.499 0.104 4.202
C -0.269 2.065 3.679
N 0.009 2.031 2.245
C -0.887 2.628 1.406
O -2.025 2.857 1.769
C -0.424 3.002 -0.005
N -0.928 2.179 -1.091
C -2.372 2.012 -1.077
C -2.826 1.309 -2.361
N -2.165 0.021 -2.486
C -2.673 -1.073 -1.809
C -4.055 -1.320 -1.787
C -4.576 -2.428 -1.156
C -3.756 -3.345 -0.516
C -2.395 -3.116 -0.552
C -1.847 -2.017 -1.184
H -0.775 -1.914 -1.177
Cl -1.322 -4.222 0.245
H -4.162 -4.207 -0.012
H -5.644 -2.587 -1.160
H -4.730 -0.645 -2.287
C -0.735 0.239 -2.517
H -0.208 -0.696 -2.703
C -0.264 0.899 -1.218
H 0.817 1.058 -1.249
H -0.502 0.228 -0.375
H -0.528 0.919 -3.348
H -3.907 1.195 -2.348
H -2.546 1.913 -3.228
H -2.830 2.999 -1.005
H -2.711 1.415 -0.213
H 0.664 3.023 -0.070
H -0.801 4.016 -0.170
C 1.345 1.710 1.878
C 1.683 0.414 1.565
N 0.776 -0.594 1.633
H 0.907 -1.427 1.083
H -0.174 -0.307 1.809
N 2.975 0.087 1.237
C 3.995 1.032 1.213
O 5.130 0.746 0.913
N 3.615 2.297 1.552
C 2.341 2.748 1.916
O 2.166 3.913 2.203
H 4.353 2.993 1.556
C 3.337 -1.290 0.925
C 2.764 -1.745 -0.394
C 2.967 -0.975 -1.533
C 2.459 -1.384 -2.753
C 1.745 -2.568 -2.847
C 1.542 -3.342 -1.717
C 2.046 -2.930 -0.494
H 1.888 -3.546 0.381
H 0.988 -4.266 -1.783
H 1.350 -2.889 -3.799
H 2.624 -0.780 -3.632
H 3.540 -0.062 -1.461
H 4.431 -1.299 0.870
H 3.019 -1.943 1.743
H -1.199 2.624 3.799
H 0.542 2.616 4.165
H -0.626 0.800 5.367
H -1.241 0.141 3.855
```

Computed properties:
Kohn-Sham gap = 8.4 eV
SMILES = CCN(C(=O)CN1CCN(c2cccc(Cl)c2)CC1)c1c(N)n(Cc2ccccc2)c(=O)[nH]c1=O
energy relative to the best compared isomer or geometry (same formula, charge and spin) = 0.0000 eV
HOMO = -7.88 eV


No. 5
A 2-piece molecular cluster, C3H7OS overall in a non-equilibrium geometry. Source: the Open Molecules 2025 dataset; level of theory: ωB97M-V with the def2-TZVPD basis set.

```
12
Properties=species:S:1:pos:R:3
O 2.168 0.988 2.226
C 1.094 1.015 1.593
H 0.278 0.267 1.766
H 0.815 1.518 0.609
C -0.443 -1.720 -1.926
C -0.046 -0.847 -0.821
S -1.335 0.442 -0.333
H 0.540 -1.994 -2.485
H -1.180 -1.103 -2.610
H -1.107 -2.554 -1.617
H 0.778 -0.275 -1.213
H 0.254 -1.523 -0.006
```

Computed properties:
Kohn-Sham gap (alpha / beta) = 10.4 / 7.0 eV
⟨S²⟩ = 0.753
energy relative to the best compared isomer or geometry (same formula, charge and spin) = 1.3674 eV
2S+1 = 2
HOMO (alpha / beta) = -9.83 / -9.42 eV


No. 6
C21H22IrN3O as an isolated structure in a non-equilibrium geometry. Source: the Open Molecules 2025 dataset; level of theory: ωB97M-V with the def2-TZVPD basis set.

```
48
Properties=species:S:1:pos:R:3
Ir -0.349 0.201 0.281
O 2.749 -1.281 2.498
C 1.692 -1.134 1.935
N 1.183 0.070 1.551
C 1.775 1.265 2.096
C 0.897 2.398 1.755
C 1.237 3.716 2.014
C 0.347 4.721 1.688
C -0.890 4.385 1.145
C -1.158 3.062 0.891
N -0.272 2.089 1.175
C 0.743 -2.243 1.658
C 0.973 -3.527 2.095
C -0.006 -4.486 1.865
C -1.175 -4.114 1.214
C -1.325 -2.803 0.805
N -0.374 -1.884 1.026
H 2.796 1.438 1.741
H 1.875 1.174 3.183
H 2.195 3.941 2.461
H 0.610 5.757 1.850
H -1.627 5.139 0.912
H -2.092 2.749 0.448
H 1.899 -3.746 2.610
H 0.140 -5.505 2.198
H -1.966 -4.828 1.031
H -2.227 -2.475 0.308
C 2.309 0.950 -1.868
C 0.937 0.349 -1.863
C 0.757 -1.023 -2.052
C -0.509 -1.584 -2.092
C -0.667 -3.051 -2.308
C -1.649 -0.733 -1.965
C -1.532 0.638 -1.847
C -2.740 1.521 -1.951
C -0.217 1.179 -1.736
H 2.736 0.936 -0.863
H 2.289 1.982 -2.212
H 2.976 0.375 -2.508
H 1.622 -1.659 -2.198
H -0.032 -3.614 -1.623
H -0.340 -3.303 -3.321
H -1.699 -3.375 -2.196
H -2.643 -1.156 -2.063
H -3.594 1.100 -1.422
H -3.024 1.603 -3.004
H -2.549 2.529 -1.591
H -0.081 2.255 -1.753
```

Computed properties:
Kohn-Sham gap (alpha / beta) = 6.5 / 6.5 eV
energy relative to the best compared isomer or geometry (same formula, charge and spin) = 2.2726 eV
net charge = +2
HOMO (alpha / beta) = -15.15 / -15.15 eV


No. 7
C31H32GeNO6RuS as an isolated structure in a non-equilibrium geometry. Source: the Open Molecules 2025 dataset; level of theory: ωB97M-V with the def2-TZVPD basis set.

```
73
Properties=species:S:1:pos:R:3
Ru 0.089 0.536 0.132
O -0.139 -0.563 5.976
C 0.030 -0.427 4.662
C 1.161 0.178 4.090
C 1.215 0.308 2.718
N 0.246 -0.170 1.921
C -0.867 -0.710 2.456
C -1.008 -0.860 3.816
C -1.923 -0.975 1.398
O -3.005 -1.439 1.661
O -1.538 -0.596 0.212
C 2.236 1.125 1.924
O 3.209 1.602 2.451
O 1.871 1.265 0.686
H 0.598 -0.200 6.487
H 1.978 0.563 4.683
H -1.913 -1.276 4.228
C -5.071 1.636 -3.415
C -4.910 0.827 -2.301
C -3.877 1.074 -1.412
C -3.009 2.135 -1.639
C -3.163 2.935 -2.763
C -4.198 2.685 -3.648
Ge -1.447 2.392 -0.418
C -0.500 4.101 -0.804
C -1.192 5.305 -0.759
C -0.511 6.497 -0.936
C 0.855 6.486 -1.174
C 1.547 5.286 -1.218
C 0.869 4.092 -1.040
C -2.204 2.488 1.448
C -1.295 2.614 2.493
C -1.752 2.728 3.794
C -3.112 2.702 4.057
C -4.016 2.584 3.014
C -3.565 2.462 1.710
H -5.880 1.446 -4.103
H -5.577 -0.002 -2.122
H -3.744 0.424 -0.555
H -2.475 3.750 -2.943
H -4.313 3.308 -4.523
H -2.258 5.307 -0.577
H -1.051 7.430 -0.893
H 1.376 7.418 -1.329
H 2.613 5.275 -1.388
H 1.402 3.144 -1.076
H -0.228 2.675 2.283
H -1.044 2.846 4.601
H -3.472 2.782 5.073
H -5.077 2.595 3.207
H -4.274 2.392 0.897
C -2.653 -1.166 -4.537
C -1.255 -1.345 -5.115
C -0.265 -0.371 -4.498
S -0.108 -0.661 -2.680
O -0.108 0.756 -2.139
C 1.688 -1.053 -2.499
C 1.906 -2.527 -2.216
C 1.112 -2.985 -0.997
H -3.349 -1.852 -5.012
H -3.017 -0.154 -4.697
H -2.651 -1.357 -3.466
H -1.285 -1.171 -6.192
H -0.922 -2.372 -4.955
H -0.634 0.652 -4.568
H 0.715 -0.435 -4.960
H 1.986 -0.440 -1.632
H 2.226 -0.712 -3.380
H 2.970 -2.696 -2.037
H 1.632 -3.125 -3.088
H 1.282 -2.311 -0.148
H 1.419 -3.988 -0.708
H 0.044 -3.004 -1.210
```

Computed properties:
Kohn-Sham gap (alpha / beta) = 6.3 / 6.2 eV
⟨S²⟩ = 6.017
energy relative to the best compared isomer or geometry (same formula, charge and spin) = 1.5103 eV
2S+1 = 5
net charge = +1
HOMO (alpha / beta) = -10.21 / -11.61 eV


No. 8
C14H35BaCl2N2O5Zn as an isolated structure in a non-equilibrium geometry. Source: the Open Molecules 2025 dataset; level of theory: ωB97M-V with the def2-TZVPD basis set.

```
60
Properties=species:S:1:pos:R:3
Ba -0.186 -0.400 0.205
Zn 2.389 3.590 -0.295
C 0.223 3.527 2.928
C -0.073 2.744 1.637
O 0.971 2.495 0.708
H 0.597 4.507 2.633
H 0.893 3.037 3.635
H -0.689 3.688 3.504
H -0.867 3.230 1.070
H -0.716 1.879 1.796
Cl -1.034 -3.416 0.878
Cl 3.645 1.997 -1.501
C 0.374 -3.410 -2.409
O 0.613 -2.067 -2.249
C 1.904 -1.664 -2.829
C 2.964 -1.786 -1.648
N 2.631 -0.951 -0.563
C 3.345 -1.417 0.643
C 3.093 -0.371 1.768
O 1.790 -0.633 2.235
C 1.565 -0.153 3.552
H -0.676 -3.515 -2.136
H 1.021 -3.928 -1.701
H 0.314 -3.671 -3.465
H 1.964 -0.604 -3.075
H 2.278 -2.073 -3.767
H 3.842 -1.400 -2.167
H 3.208 -2.835 -1.481
H 3.173 -0.182 -0.933
H 4.392 -1.554 0.371
H 3.058 -2.443 0.873
H 3.181 0.632 1.350
H 3.820 -0.501 2.569
H 0.537 -0.197 3.912
H 1.914 0.849 3.803
H 2.134 -0.796 4.223
C -0.046 1.424 -3.045
O -0.863 0.551 -2.298
C -2.013 0.076 -3.000
C -2.730 -0.848 -2.112
N -2.790 -0.539 -0.710
C -3.460 0.795 -0.322
C -3.668 0.632 1.198
O -2.424 0.142 1.934
C -2.656 -0.061 3.317
H 0.655 1.952 -2.397
H -0.829 2.032 -3.498
H 0.477 1.095 -3.943
H -1.736 -0.269 -3.996
H -2.763 0.845 -3.184
H -2.093 -1.730 -2.172
H -3.742 -1.080 -2.442
H -3.268 -1.320 -0.284
H -4.411 1.003 -0.814
H -2.821 1.658 -0.509
H -4.592 0.122 1.473
H -3.857 1.659 1.510
H -3.072 -1.024 3.615
H -3.204 0.750 3.795
H -1.687 -0.076 3.815
```

Computed properties:
Kohn-Sham gap = 4.6 eV
net charge = +1
HOMO = -10.37 eV


No. 9
C9H2ClCrN2O11 as an isolated structure. Source: the Open Molecules 2025 dataset; level of theory: ωB97M-V with the def2-TZVPD basis set.

```
26
Properties=species:S:1:pos:R:3
Cr -1.093 -1.075 2.251
O -2.116 2.803 0.928
C -1.511 1.736 0.891
O -1.628 0.807 1.767
C -0.520 1.506 -0.215
C -0.329 2.476 -1.172
C 0.589 2.290 -2.201
C 1.342 1.118 -2.283
C 1.155 0.172 -1.318
C 0.215 0.288 -0.243
O 0.055 -0.681 0.555
N 1.989 -1.032 -1.397
O 2.792 -1.219 -0.506
O 1.848 -1.756 -2.367
N 0.782 3.310 -3.197
O 0.108 4.329 -3.135
O 1.618 3.120 -4.076
H -0.912 3.383 -1.098
H 2.049 0.968 -3.085
O -0.615 -4.609 4.195
C -0.734 -3.703 3.395
O -1.027 -2.473 3.670
C -0.635 -3.889 1.867
O -0.438 -4.951 1.317
O -0.742 -2.736 1.280
Cl -2.241 -0.183 4.176
```

Computed properties:
Kohn-Sham gap (alpha / beta) = 7.5 / 7.5 eV
⟨S²⟩ = 3.817
energy relative to the best compared isomer or geometry (same formula, charge and spin) = 2.1212 eV
2S+1 = 4
net charge = -2
HOMO (alpha / beta) = -3.20 / -3.23 eV


no.,M (g mol⁻¹)
1,1317.6
2,133.2
3,805.9
4,497.0
5,91.2
6,524.6
7,720.3
8,585.1
9,401.6